Model i:
14
Properties=species:S:1:pos:R:3 method="wB97M-V/def2-TZVPD" gap_ev=8.491 total_charge=+1 e_homo_ev=-13.0
C -1.46334 -0.01349 -3.05529
C -1.15691 -0.02064 -1.83759
C -1.28155 1.44978 0.19741
N -1.02444 0.13142 -0.61394
S 1.61796 -1.15593 1.16471
S 0.06239 1.79471 1.34943
H -2.42944 -0.55581 -3.41970
H -0.84835 0.23886 -4.00275
H -2.07123 1.12506 0.89364
H -1.49016 2.15214 -0.55377
H 2.02669 -0.53323 2.31623
H -0.34846 -0.35926 -0.01155
H 1.73292 0.04136 0.49137
H -0.68938 1.91380 2.43207

***

Model ii:
14
Properties=species:S:1:pos:R:3 method="wB97M-V/def2-TZVPD" gap_ev=8.995 total_charge=+1 e_homo_ev=-13.5
C 1.20143 0.02659 -0.17135
C 0.59340 1.16495 0.67494
C -1.57436 0.23454 -0.70177
N 0.14038 -0.75560 -0.72612
S -0.98032 1.75781 -0.10876
S -2.80066 -0.61489 0.17153
H 1.72077 0.45358 -0.98666
H 1.88313 -0.39138 0.53690
H 0.55385 0.78770 1.74509
H 1.06261 2.14559 0.66412
H -1.86652 0.28800 -1.73473
H 0.40694 -0.96965 -1.65014
H -0.09185 -1.60003 -0.20416
H -2.55302 -0.01411 1.49425

***

Energetically preferred structure: model ii | next structure: +0.0553 hartree

***

Model i:
8
Properties=species:S:1:pos:R:3 method="wB97M-V/def2-TZVPD" smiles="NC(F)=[N+](F)F" gap_ev=11.582 total_charge=+1 e_homo_ev=-17.4
N -1.23797 0.00701 -0.02742
C -0.00906 -0.38369 0.06136
F 0.24699 -1.69518 -0.04934
N 1.02589 0.43133 0.30227
F 2.31256 -0.08035 0.04647
F 0.93756 1.66326 -0.04702
H -1.48848 0.94330 -0.29184
H -1.78750 -0.88569 0.00551

***

Model ii:
8
Properties=species:S:1:pos:R:3 method="wB97M-V/def2-TZVPD" smiles="F/N=C(/F)[NH2+]F" gap_ev=11.829 total_charge=+1 e_homo_ev=-17.7
F 1.53664 1.62430 0.52142
N 1.66942 0.43972 -0.06454
C 0.69907 -0.28299 -0.23606
F 0.83719 -1.52073 -0.68491
N -0.83935 -0.09084 -0.01352
F -1.31491 -0.78507 1.07254
H -1.26591 0.95041 0.22190
H -1.32216 -0.33480 -0.81684

***

Energetically preferred structure: model i | next structure: +0.0573 hartree

***

Model i:
32
Properties=species:S:1:pos:R:3 method="wB97M-V/def2-TZVPD" smiles=CC(C)(C)C.C1CCCC1 gap_ev=11.306 e_homo_ev=-10.5
C -1.85227 1.04537 3.59916
C -0.45252 1.61092 3.60635
C 0.19752 1.32142 2.23668
C 0.44569 0.98182 4.73243
C -0.65160 3.12605 3.87608
H -2.53547 1.60329 2.90037
H -1.69322 -0.08210 3.36703
H -2.35760 1.16396 4.61223
H 1.43453 1.20818 2.24313
H -0.17870 0.17590 1.94021
H -0.09441 1.97848 1.32003
H 1.50410 1.44591 4.52629
H 0.54957 -0.16157 4.50078
H 0.11354 1.22763 5.69638
H -0.92871 3.16145 4.97511
H 0.26755 3.73544 3.74893
H -1.52233 3.37436 3.26708
C 0.90909 -1.40106 -4.98749
C 1.42745 -0.79159 -3.68577
C 0.39733 -1.31288 -2.67808
C -0.09122 -2.60916 -3.04006
C -0.25649 -2.32992 -4.50345
H 0.62657 -0.67833 -5.74690
H 1.77650 -1.81779 -5.55059
H 1.31643 0.20795 -3.58481
H 2.42620 -0.98115 -3.29558
H -0.21033 -0.45255 -2.42721
H 0.98736 -1.54046 -1.74072
H -0.96033 -3.14291 -2.67247
H 0.45460 -3.44136 -2.97591
H -1.00890 -1.56710 -4.73676
H -0.40480 -3.26294 -5.30187

***

Model ii:
32
Properties=species:S:1:pos:R:3 method="wB97M-V/def2-TZVPD" smiles=CC(C)(C)C.C1CCCC1 gap_ev=11.199 e_homo_ev=-10.3
C 1.59536 -3.20621 1.13544
C 0.94108 -1.82912 0.81444
C 0.98409 -0.99447 2.04665
C -0.47061 -2.10780 0.42536
C 1.75689 -1.31168 -0.25090
H 2.74044 -3.18656 1.22261
H 1.16428 -3.55883 2.03098
H 1.51379 -3.72357 0.24044
H 0.63792 -0.06547 1.74266
H 0.53052 -1.28603 2.96823
H 2.03984 -0.90972 2.32249
H -0.99200 -1.19384 0.03761
H -1.10403 -2.40679 1.31521
H -0.44710 -2.93806 -0.29158
H 1.59720 -2.13034 -1.05632
H 1.62641 -0.24401 -0.66609
H 2.83600 -1.52927 0.02126
C -0.15478 2.70697 -0.29122
C -1.50778 2.10523 0.23187
C -2.29059 1.83575 -0.94970
C -1.26032 1.57413 -2.01410
C -0.27970 2.69785 -1.75402
H 0.11385 3.68321 0.17779
H 0.55386 1.98772 0.22491
H -1.95391 2.64197 1.16752
H -1.26954 1.11306 0.74795
H -2.85865 2.58669 -1.47517
H -3.09388 1.00952 -1.00310
H -1.86478 1.62740 -3.01967
H -0.81300 0.58941 -1.81286
H -0.90214 3.63890 -1.91422
H 0.63129 2.82397 -2.37446

***

Model iii:
32
Properties=species:S:1:pos:R:3 method="wB97M-V/def2-TZVPD" smiles=CC(C)(C)C.C1CCCC1 gap_ev=10.969 e_homo_ev=-10.1
C 3.83092 0.20695 0.06404
C 2.35669 0.03591 -0.10859
C 1.89012 -1.31592 -0.71455
C 1.70868 1.32777 -0.56052
C 1.83606 -0.16739 1.31563
H 4.20003 -0.89666 0.33281
H 4.25420 0.45728 -0.95991
H 4.09581 0.83420 0.94213
H 0.83980 -1.39605 -0.42255
H 2.19234 -1.60481 -1.70645
H 2.33849 -2.05656 0.03158
H 0.66967 1.41814 -0.63981
H 2.25731 1.75102 -1.43391
H 1.98509 2.15310 0.14813
H 1.77686 0.51876 2.10751
H 0.78443 -0.44432 1.17247
H 2.03314 -1.16843 1.80419
C -2.34178 -1.24989 0.18781
C -2.11072 -0.57425 -1.23374
C -2.55512 0.94102 -0.83111
C -2.25512 1.16267 0.52134
C -2.84003 -0.18785 1.12690
H -3.18649 -1.97539 0.31822
H -1.44450 -1.67134 0.67856
H -2.40998 -1.25924 -1.93372
H -1.15612 -0.81492 -1.65040
H -3.60769 0.73552 -1.01924
H -2.34315 1.75827 -1.49727
H -2.73617 1.92773 1.06976
H -1.25270 0.96442 0.65772
H -3.97836 -0.24089 1.23747
H -2.43019 -0.06401 2.15952

***

Energetically preferred structure: model ii | next structure: +0.0478 hartree

***

Model i:
20
Properties=species:S:1:pos:R:3 method="wB97M-V/def2-TZVPD" gap_ev=10.197 e_homo_ev=-9.8
C 0.93551 0.11023 -1.89542
C 0.19039 1.57064 0.81587
C 0.69474 -1.45701 0.98887
N -2.52490 -0.09531 1.72005
N -1.71386 -0.37249 -0.75429
Si 0.06543 -0.10824 -0.21256
P -2.95899 -0.04906 0.28295
Cl -4.34617 -1.47175 -0.39795
Cl -3.88290 1.70037 -0.26677
H 1.04547 -0.81858 -2.55780
H 0.59654 0.85575 -2.46944
H 1.94269 0.29898 -1.85964
H 0.34748 1.32235 1.78680
H 1.00240 2.04677 0.27745
H -0.84423 1.91628 0.81362
H 0.66881 -2.56536 0.62036
H 1.67458 -1.26914 1.24002
H -0.02998 -1.47312 1.91057
H -3.15366 0.30635 2.41757
H -1.92701 0.23531 -1.86131

***

Model ii:
20
Properties=species:S:1:pos:R:3 method="wB97M-V/def2-TZVPD" gap_ev=6.554 e_homo_ev=-8.6
C -1.40961 1.02437 1.75524
C -0.17576 1.18587 -1.18569
C -1.72574 -1.51033 -0.23174
N 1.64264 -1.13160 -1.62320
N 0.86185 -0.45323 0.81849
Si -0.76695 0.06576 0.19021
P 2.03005 -0.60000 -0.25853
Cl 3.67273 -1.25247 0.75377
Cl 2.91182 2.66385 -0.26621
H -1.23880 2.04765 1.74356
H -2.53690 0.73448 1.84118
H -0.90213 0.58514 2.71038
H -0.15811 0.59263 -2.21893
H -1.00780 1.91583 -1.19353
H 0.93296 1.54271 -1.22996
H -1.02776 -2.34859 -0.61709
H -2.25249 -2.19282 0.58923
H -2.49136 -1.29153 -0.91976
H 2.44131 -1.58148 -2.22418
H 1.20005 0.00375 1.56676

***

Energetically preferred structure: model i | next structure: +0.0734 hartree

***

Model i:
20
Properties=species:S:1:pos:R:3 method="wB97M-V/def2-TZVPD" gap_ev=10.022 e_homo_ev=-9.4
C 1.79621 -0.47208 1.03724
C 2.08357 -0.35640 -0.42616
O 1.59634 0.79866 -1.18812
C 0.16623 0.84583 -1.48429
N -0.72627 0.88522 -0.35026
C -1.46824 -0.18945 0.18610
N -1.33117 -1.48707 -0.14852
N -2.44664 -0.06186 1.03585
C -2.92740 1.23867 1.18570
N -3.34614 2.30776 1.28068
H 2.12409 0.48296 1.45923
H 0.80743 -0.65656 1.36761
H 2.37239 -1.19318 1.65619
H 3.20756 -0.18611 -0.55154
H 1.65954 -1.26159 -0.89283
H -0.14642 -0.07179 -2.09613
H 0.10172 1.72920 -2.10883
H -0.83931 1.69267 0.30590
H -2.13918 -2.10653 0.17075
H -0.54433 -1.93835 -0.43856

***

Model ii:
20
Properties=species:S:1:pos:R:3 method="wB97M-V/def2-TZVPD" smiles="CC(C)(C=O)[C@H]1N=NNN1" gap_ev=8.963 e_homo_ev=-8.3
C 1.00959 1.20639 0.60121
C -0.35362 0.77441 0.05946
C -1.55417 1.03174 0.89845
C -0.62951 1.24060 -1.32010
O -1.71297 1.32072 -1.86873
C -0.31939 -1.00816 -0.48972
N 0.63305 -1.01662 -1.59149
N 1.56520 -1.79937 -1.34553
N 1.49996 -2.29236 -0.12890
N 0.22133 -1.90103 0.44999
H 0.87787 1.44945 1.74405
H 1.48408 1.98227 0.06270
H 1.81856 0.36306 0.57414
H -1.49839 2.05397 1.44165
H -1.57558 0.37757 1.75744
H -2.58221 0.85537 0.35212
H 0.28755 1.40226 -1.91753
H -1.31576 -1.11656 -0.76824
H 1.86444 -3.20238 0.05364
H 0.27997 -1.72131 1.43538

***

Energetically preferred structure: model i | next structure: +0.1036 hartree

***

Model i:
7
Properties=species:S:1:pos:R:3 method="wB97M-V/def2-TZVPD" smiles="C[N+](=O)[O-]" gap_ev=10.628 e_homo_ev=-11.0
C 0.24528 0.01673 -0.00223
N 1.68218 -0.12734 -0.01000
O 2.22673 -1.20716 -0.17160
O 2.32119 1.01117 0.18444
H -0.35238 0.62395 -0.77974
H 0.00718 0.41214 0.93223
H -0.09889 -1.10135 -0.18368

***

Model ii:
7
Properties=species:S:1:pos:R:3 method="wB97M-V/def2-TZVPD" gap_ev=8.471 e_homo_ev=-10.0
C -0.15132 -0.18836 0.14705
N -0.94726 -1.28064 0.51112
O -1.63930 -2.00660 -0.12570
O -0.99104 -1.15179 2.31799
H 0.23101 -0.37529 -0.82589
H -0.83285 0.68516 0.20074
H 0.34747 0.00841 1.06106

***

Energetically preferred structure: model i | next structure: +0.1184 hartree

***

Model i:
10
Properties=species:S:1:pos:R:3 method="wB97M-V/def2-TZVPD" gap_ev=8.752 e_homo_ev=-8.4
C -1.34031 -1.45565 -0.17914
C -1.00987 -0.17651 0.04306
C -2.51381 0.06124 0.06100
C 0.18915 0.67211 -0.04151
N -2.83746 -1.14649 -0.17993
F -3.12665 1.19847 0.22944
H -0.78910 -2.39213 -0.42550
H 0.21706 1.12477 1.03402
H -0.00610 1.60527 -0.50061
H 1.09229 0.09104 -0.41556

***

Model ii:
10
Properties=species:S:1:pos:R:3 method="wB97M-V/def2-TZVPD" smiles="F/N=C/C1C=C1" gap_ev=10.782 e_homo_ev=-9.7
F 0.78359 -1.92575 -2.12325
N 0.51245 -0.72892 -1.54585
C 0.48103 -0.84773 -0.30732
C 0.26277 0.19905 0.63362
C -0.26348 1.44870 0.17647
C -1.21098 0.71691 0.79468
H 0.44088 -1.82358 0.15652
H 1.09868 0.26621 1.36920
H 0.05478 2.39887 -0.20509
H -2.15971 0.29626 1.05102

***

Model iii:
10
Properties=species:S:1:pos:R:3 method="wB97M-V/def2-TZVPD" smiles="FCN1C2=C[C@@H]21" gap_ev=9.429 e_homo_ev=-8.8
F 1.31090 0.83311 -1.45394
C 1.41347 0.65627 -0.14652
N 0.07234 0.28741 0.51864
C -1.27918 0.75901 1.36192
C -1.94403 -0.31199 0.83097
C -0.93929 -0.23342 -0.16896
H 2.01436 1.58972 0.24006
H 1.97557 -0.24573 0.01037
H -2.84299 -0.70725 0.85908
H -1.13685 -0.23534 -1.28435

***

Energetically preferred structure: model i | next structure: +0.0574 hartree